# 1
67
Properties=species:S:1:pos:R:3 method="wB97M-V/def2-TZVPD" e_homo_ev=-2.44 e_tot_ev=-122761.40706 total_charge=-2 e_above_lowest_kj_mol=104.3 orbital_gap_ev=6.08
Na -0.096 -0.161 0.614
C -3.574 -0.958 -3.525
C -2.310 -1.537 -2.944
C -2.359 -2.382 -1.846
C -1.198 -2.886 -1.272
C -1.279 -3.779 -0.077
C 0.024 -2.532 -1.820
C 0.103 -1.689 -2.919
C 1.437 -1.302 -3.483
C -1.071 -1.207 -3.480
H -3.831 -1.425 -4.480
H -3.440 0.108 -3.710
H -4.409 -1.098 -2.839
H -3.317 -2.638 -1.410
H -1.868 -4.671 -0.302
H -1.751 -3.236 0.738
H -0.287 -4.075 0.251
H 0.936 -2.890 -1.365
H 2.218 -1.520 -2.762
H 1.464 -0.235 -3.689
H 1.636 -1.842 -4.412
H -1.016 -0.546 -4.339
Br 6.446 -0.661 3.347
C 4.891 -0.611 2.241
C 4.786 -1.538 1.203
C 3.723 -1.466 0.352
C 2.700 -0.460 0.460
O 1.737 -0.433 -0.333
C 2.875 0.497 1.532
C 1.984 1.592 1.707
N 1.095 1.928 0.852
C 0.312 3.029 0.923
C 0.728 4.281 1.365
C -0.155 5.361 1.401
C -1.466 5.220 1.021
C -1.912 3.995 0.489
C -3.212 3.802 -0.020
C -3.524 2.611 -0.622
C -2.528 1.630 -0.730
N -1.326 1.765 -0.242
C -1.008 2.903 0.385
C 3.952 0.369 2.417
H 5.539 -2.307 1.087
H 3.627 -2.172 -0.464
H 2.097 2.154 2.651
H 1.756 4.429 1.667
H 0.196 6.319 1.765
H -2.168 6.043 1.098
H -3.934 4.608 0.054
H -4.509 2.437 -1.034
H -2.724 0.702 -1.243
H 4.058 1.070 3.234
O 0.259 -2.446 7.201
C 1.036 -2.870 6.337
O 2.054 -3.564 6.479
C 0.708 -2.487 4.858
C 1.444 -3.065 3.828
C 1.179 -2.697 2.525
N 0.242 -1.826 2.188
C -0.475 -1.271 3.163
C -0.272 -1.569 4.508
C -1.548 -0.292 2.672
O -1.935 0.583 3.451
O -1.920 -0.479 1.490
H 2.207 -3.789 4.072
H 1.740 -3.119 1.696
H -0.873 -1.093 5.270

***

# 2
9
Properties=species:S:1:pos:R:3 method="wB97M-V/def2-TZVPD" e_homo_ev="-25.76 / -28.59" spin_multiplicity=6 e_tot_ev=-44836.08582 total_charge=+3 e_above_lowest_kj_mol=154.3 orbital_gap_ev="9.25 / 10.13" s_squared=8.76
O -0.013 0.912 0.995
Co -2.712 -1.989 0.929
O -1.414 -0.804 0.957
C -1.074 0.306 0.610
C 1.004 0.900 0.005
C 0.927 -0.139 -0.858
H 1.360 1.908 -0.191
H 1.021 -1.173 -0.521
H 0.902 0.080 -1.926

***

# 3
12
Properties=species:S:1:pos:R:3 method="wB97M-V/def2-TZVPD" e_homo_ev=-8.92 e_tot_ev=-27384.16713 e_above_lowest_kj_mol=535.4 orbital_gap_ev=7.86
C -1.544 0.054 -0.253
C -0.298 0.298 0.444
C 0.025 1.674 0.500
C 1.986 0.444 -0.554
H -1.542 0.549 -1.248
H -0.186 -0.201 1.498
H -0.552 2.602 0.281
H 1.108 1.934 1.252
H 2.644 1.154 -0.595
N 0.592 0.790 -0.617
S -3.088 -0.649 0.000
S 2.674 -1.001 0.145

***

# 4
20
Properties=species:S:1:pos:R:3 method="wB97M-V/def2-TZVPD" e_homo_ev=-7.57 smiles="CC/C=C/NCC" e_tot_ev=-7921.35063 e_above_lowest_kj_mol=143.0 orbital_gap_ev=8.73
C 2.650 -0.058 2.474
C 1.288 -0.736 2.183
C 0.851 -0.278 0.794
C -0.362 -0.396 0.209
N -0.867 0.496 -0.726
C -1.412 -0.104 -1.967
C -2.234 0.890 -2.773
H 3.135 -0.395 3.396
H 2.575 1.024 2.468
H 3.335 -0.431 1.697
H 1.383 -1.822 2.189
H 0.610 -0.255 2.890
H 1.571 0.397 0.318
H -0.816 -1.385 0.221
H -0.326 1.342 -0.794
H -2.129 -0.886 -1.695
H -0.541 -0.564 -2.415
H -2.696 0.432 -3.648
H -3.016 1.430 -2.237
H -1.629 1.707 -3.169

***

# 5
68
Properties=species:S:1:pos:R:3 method="wB97M-V/def2-TZVPD" e_homo_ev=-1.69 e_tot_ev=-121276.01773 total_charge=-2 e_above_lowest_kj_mol=0.0 orbital_gap_ev=5.55
Ir -2.079 0.687 -0.359
O -0.639 -1.422 -6.692
C -0.886 -1.045 -5.568
S -1.011 -2.117 -4.170
C -1.333 -0.880 -2.970
C -1.398 0.387 -3.405
S -1.639 1.787 -2.385
S -1.164 0.639 -5.125
S -1.422 -1.355 -1.285
C -6.582 -3.440 0.811
C -5.177 -3.257 0.272
O -5.081 -2.084 -0.536
P -4.696 -0.656 0.057
O -4.175 0.234 -1.033
Te -3.060 -0.671 1.799
O -6.140 -0.163 0.562
C -6.253 1.228 0.943
C -6.549 1.341 2.421
H -6.647 -4.382 1.361
H -7.304 -3.462 -0.006
H -6.847 -2.622 1.480
H -4.891 -4.083 -0.379
H -4.444 -3.200 1.080
H -7.057 1.647 0.337
H -5.334 1.758 0.682
H -7.454 0.786 2.676
H -6.692 2.390 2.690
H -5.715 0.949 3.003
F 6.761 0.634 2.873
C 6.167 1.830 2.654
F 6.972 2.509 1.809
F 6.238 2.489 3.840
C 4.773 1.695 2.147
C 4.286 2.550 1.166
C 2.979 2.431 0.728
C 2.120 1.456 1.259
C 2.633 0.604 2.253
C 3.937 0.722 2.690
C 0.797 1.297 0.774
C -0.323 1.071 0.350
H 4.933 3.304 0.738
H 2.599 3.085 -0.045
H 1.985 -0.162 2.657
H 4.316 0.049 3.450
C 2.965 -2.418 -2.274
Te 2.036 -0.933 -1.021
C 4.050 -0.197 -0.801
C 4.974 -1.278 -1.298
C 6.347 -1.218 -1.064
C 7.194 -2.210 -1.530
C 6.672 -3.281 -2.246
C 5.308 -3.346 -2.484
C 4.448 -2.355 -2.014
H 2.744 -2.216 -3.323
H 2.563 -3.401 -2.029
H 4.237 0.032 0.248
H 4.183 0.721 -1.375
H 6.748 -0.383 -0.500
H 8.258 -2.152 -1.332
H 7.325 -4.064 -2.612
H 4.896 -4.181 -3.039
O -2.842 2.540 0.336
N -2.716 2.841 1.566
C -3.358 3.928 1.947
C -3.256 4.308 3.319
N -3.209 4.646 4.420
C -4.186 4.713 1.083
N -4.885 5.348 0.423

***

# 6
15
Properties=species:S:1:pos:R:3 method="wB97M-V/def2-TZVPD" e_homo_ev="-7.91 / -8.05" e_tot_ev=-23321.50288 e_above_lowest_kj_mol=248.7 orbital_gap_ev="7.25 / 7.36"
C 1.032 -0.598 0.936
C 1.181 0.620 0.075
C -1.661 0.708 0.315
N -0.393 -0.045 -2.008
P 0.156 -2.086 0.182
P -0.342 1.032 -0.862
H 1.985 -0.809 1.493
H 0.404 -0.316 1.779
H 1.636 1.467 0.553
H 2.021 0.537 -0.634
H -2.548 1.147 -0.016
H -1.457 1.012 1.303
H -1.763 -0.417 0.459
H -1.236 -0.145 -2.597
H 0.985 -2.107 -0.978

***

# 7
93
Properties=species:S:1:pos:R:3 method="wB97M-V/def2-TZVPD" e_homo_ev=-13.29 e_tot_ev=-90966.64651 total_charge=+3 e_above_lowest_kj_mol=207.5 orbital_gap_ev=4.77
Sc -0.760 -0.461 2.266
O 4.030 0.401 2.523
C 2.731 0.351 2.639
O 2.096 -0.682 2.604
C 2.085 1.674 2.852
C 2.827 2.839 2.883
C 2.177 4.015 3.200
C 0.823 3.930 3.437
C 0.156 2.736 3.272
N 0.756 1.604 2.973
C -1.331 2.542 3.504
O -2.096 3.555 3.761
O -1.863 1.436 3.424
H 4.476 -0.470 2.366
H 3.895 2.718 2.704
H 2.646 4.961 3.436
H 0.242 4.821 3.743
H -1.610 4.387 3.881
C -3.110 -2.116 3.870
N -2.298 -0.865 4.042
C -1.510 -0.842 5.308
C -0.305 -1.680 4.997
N -0.026 -2.087 3.754
C 0.918 -3.120 3.919
C 1.463 -4.035 3.001
C 2.377 -4.994 3.503
C 2.758 -4.958 4.866
C 2.181 -4.104 5.786
C 1.265 -3.214 5.293
N 0.397 -2.302 5.933
C -2.880 -2.587 2.490
N -2.160 -1.953 1.553
C -2.338 -2.722 0.375
C -1.965 -2.502 -0.960
C -2.229 -3.491 -1.867
C -2.834 -4.699 -1.489
C -3.268 -4.907 -0.197
C -3.081 -3.883 0.697
N -3.462 -3.721 2.025
H -4.163 -1.927 4.023
H -2.751 -2.867 4.591
H -2.951 -0.101 4.021
H -2.067 -1.464 6.015
H -1.322 0.174 5.704
H 1.104 -4.200 1.972
H 2.770 -5.611 2.742
H 3.425 -5.679 5.236
H 2.582 -4.164 6.820
H 0.474 -2.020 6.913
H -1.557 -1.593 -1.285
H -1.874 -3.247 -2.887
H -2.995 -5.407 -2.241
H -3.607 -5.897 0.091
H -3.907 -4.403 2.646
C 2.801 4.661 -10.160
O 1.497 4.165 -9.763
C 1.407 3.600 -8.538
C 0.087 3.395 -8.122
C -0.198 2.965 -6.861
C 0.867 2.656 -6.006
C 2.187 2.822 -6.419
C 2.468 3.327 -7.684
C 0.589 2.163 -4.631
N 1.342 1.321 -3.938
C 0.676 1.103 -2.799
C -0.478 1.904 -2.686
N -0.506 2.584 -3.900
C -1.331 1.779 -1.605
C -2.544 2.493 -1.484
C -3.341 2.289 -0.343
C -2.878 1.500 0.690
N -1.711 0.836 0.640
C -0.956 0.969 -0.482
C 0.221 0.128 -0.600
N 0.449 -0.791 0.356
C 1.262 -1.790 0.146
C 1.983 -1.880 -1.024
C 1.962 -0.860 -1.952
C 1.003 0.153 -1.747
H 2.699 5.054 -11.154
H 3.540 3.848 -10.200
H 3.188 5.449 -9.433
H -0.684 3.560 -8.835
H -1.243 2.741 -6.513
H 2.951 2.595 -5.664
H 3.498 3.532 -7.953
H -1.221 3.160 -4.268
H -2.921 3.087 -2.295
H -4.311 2.785 -0.159
H -3.457 1.357 1.576
H 1.431 -2.448 1.003
H 2.647 -2.686 -1.224
H 2.692 -0.696 -2.702

***

# 8
59
Properties=species:S:1:pos:R:3 method="wB97M-V/def2-TZVPD" e_homo_ev="-7.14 / -6.81" spin_multiplicity=2 e_tot_ev=-101048.09824 e_above_lowest_kj_mol=40.2 orbital_gap_ev="7.28 / 6.63" s_squared=0.79
Ni 0.238 -0.603 -1.962
N 3.001 -0.475 -1.504
C 3.271 -0.558 -0.152
C 4.601 -0.580 0.294
C 4.898 -0.600 1.640
C 3.886 -0.608 2.594
C 2.571 -0.591 2.171
C 2.247 -0.565 0.813
P 0.485 -0.556 0.336
C -0.125 -2.107 1.067
C 0.646 -3.233 0.755
C 0.224 -4.501 1.109
C -0.983 -4.673 1.774
C -1.749 -3.567 2.095
C -1.327 -2.291 1.743
C -0.142 0.941 1.144
C -1.465 1.125 1.546
C -1.904 2.365 1.987
C -1.044 3.451 1.994
C 0.270 3.284 1.578
C 0.718 2.045 1.159
H 3.736 -0.734 -2.140
H 2.051 -0.731 -1.804
H 5.401 -0.572 -0.437
H 5.935 -0.609 1.954
H 4.125 -0.627 3.649
H 1.766 -0.597 2.896
H 1.586 -3.109 0.230
H 0.829 -5.362 0.854
H -1.324 -5.667 2.035
H -2.689 -3.692 2.617
H -1.945 -1.449 2.009
H -2.171 0.310 1.495
H -2.930 2.484 2.310
H -1.395 4.425 2.310
H 0.946 4.130 1.570
H 1.748 1.927 0.848
F -4.932 -2.152 -1.365
C -4.022 -1.173 -1.522
C -2.692 -1.503 -1.707
C -1.751 -0.495 -1.850
C -2.151 0.864 -1.802
C -3.513 1.127 -1.636
F -3.979 2.398 -1.605
C -4.457 0.137 -1.483
C -1.107 1.878 -1.939
C -1.304 3.262 -1.905
C -0.237 4.119 -2.067
C 1.034 3.592 -2.260
C 1.170 2.222 -2.268
N 0.145 1.382 -2.105
H -2.421 -2.553 -1.729
H -5.497 0.388 -1.331
H -2.292 3.662 -1.756
H -0.390 5.190 -2.043
H 1.900 4.228 -2.385
H 2.144 1.765 -2.393
S -0.003 -3.785 -2.977
C 0.368 -2.378 -2.445